Entry 1:
Density functional theory data (ωB97M-V/def2-TZVPD) for a molecular structure, C16H36IN3O at a distorted geometry.

```
57
Properties=species:S:1:pos:R:3:forces:R:3:mulliken_charge:R:1
C 2.44108 2.17411 1.85937 -0.157 0.495 0.646 -1.065
C 3.59847 1.90772 2.82725 0.484 0.376 -0.667 -0.448
C 4.59548 0.79149 2.42520 -0.674 -0.473 0.649 -0.880
C 4.09569 -0.23138 1.40446 0.544 0.073 -0.535 -0.634
C 4.37171 0.18456 -0.05246 0.255 -0.465 0.429 -0.138
C 4.24733 -1.01390 -1.00355 -0.593 0.566 0.242 -1.004
C 2.77128 -1.29454 -1.31787 0.278 0.195 -0.313 -0.696
C 2.27626 -0.31576 -2.37874 0.141 -0.812 -0.480 -0.853
N 0.81346 -0.28100 -2.43278 0.990 0.404 0.047 0.030
C 0.12343 0.71405 -2.92573 -1.120 -0.508 0.354 0.407
N 0.65423 1.83779 -3.51105 0.333 -0.634 -0.258 -0.506
N -1.22932 0.61911 -2.88011 0.547 1.461 1.107 -0.216
O -1.68563 0.04598 -1.68569 0.093 -0.758 -0.437 -0.257
C -2.50878 0.95023 -0.95933 0.196 0.708 0.712 -1.099
C -2.96647 0.25953 0.32428 -0.464 0.429 -0.638 0.885
C -3.38532 1.36802 1.29795 0.275 -0.335 -0.156 -1.621
C -4.12706 -0.64061 -0.10012 0.492 -0.903 1.175 -0.190
C -4.69479 -1.57908 1.00748 0.468 -0.946 -0.222 0.629
C -3.71856 -1.86913 2.15035 0.031 0.442 0.270 -1.384
C -5.02858 -2.93698 0.36266 -0.081 0.508 -0.034 -1.557
H 2.76991 2.76938 1.00848 0.025 -0.283 -0.268 0.238
H 1.89649 1.28438 1.55344 0.092 -0.078 -0.174 0.229
H 1.71754 2.80489 2.37962 -0.091 0.007 -0.039 0.429
H 4.17046 2.83673 2.86832 -0.035 0.075 0.202 0.226
H 3.22334 1.76431 3.83767 -0.114 -0.291 -0.010 0.403
H 5.55437 1.19305 2.10081 -0.037 0.145 -0.173 0.381
H 4.81849 0.23077 3.33509 0.114 0.049 0.058 0.313
H 3.04610 -0.49048 1.53543 -0.070 0.058 0.190 0.157
H 4.65464 -1.15838 1.54997 -0.004 -0.058 0.131 0.492
H 5.39442 0.56409 -0.07947 0.032 0.081 -0.106 0.451
H 3.71720 1.00806 -0.34286 -0.014 0.042 -0.108 -0.034
H 4.79819 -0.81342 -1.92421 -0.013 -0.156 -0.111 0.335
H 4.67488 -1.89627 -0.53229 0.183 -0.015 -0.028 0.422
H 2.15758 -1.18123 -0.42360 0.045 -0.144 0.127 0.395
H 2.68223 -2.31188 -1.69695 -0.288 -0.063 0.067 0.454
H 2.71218 0.66893 -2.22935 -0.304 0.191 0.131 0.533
H 2.62095 -0.69062 -3.34625 0.166 0.181 -0.062 0.241
H 0.33650 -1.07208 -2.02062 -0.449 0.080 -0.172 0.292
H 0.66333 2.64401 -2.90166 -0.220 0.132 -0.153 0.251
H 1.53996 1.68815 -3.97279 0.078 0.131 0.084 0.301
H -1.64688 1.53702 -3.02399 -0.402 -0.282 -0.449 0.352
H -3.38649 1.27019 -1.52754 0.076 -0.208 -0.339 0.410
H -1.91168 1.84004 -0.69488 0.100 -0.028 -0.175 0.513
H -2.10470 -0.30503 0.68368 -0.057 -0.052 0.243 0.271
H -3.59859 0.99589 2.29516 -0.037 -0.111 0.021 0.375
H -4.29962 1.82240 0.91576 0.050 0.274 0.035 0.323
H -2.58273 2.10350 1.38310 -0.153 0.214 0.086 0.423
H -3.77683 -1.26567 -0.97704 -0.566 0.889 1.387 -0.682
H -4.93731 0.01283 -0.42309 0.009 -0.067 -0.419 0.410
H -5.62504 -1.20269 1.43934 0.064 0.312 0.006 0.295
H -3.59924 -1.00771 2.80977 0.103 0.010 0.039 0.257
H -4.06638 -2.68732 2.78078 -0.106 -0.076 -0.068 0.460
H -2.72439 -2.13764 1.78920 -0.016 -0.108 -0.121 0.238
H -5.39219 -3.64412 1.10857 -0.096 -0.052 -0.020 0.459
H -4.12992 -3.33241 -0.10973 0.009 -0.150 -0.017 0.330
H -5.76255 -2.79903 -0.42795 -0.075 -0.181 -0.068 0.365
I -4.24812 -1.73291 -3.13149 -0.044 -0.297 -1.614 -0.710
```
Positions in Å, forces in eV/Å.

The calculation puts the molar mass at 413.388 g/mol. The calculation puts the total energy at -31791.642 eV.

---

Entry 2:
Density functional theory data (ωB97M-V/def2-TZVPD) for 8 unconnected molecules or ions with the total composition C16H36N4O20 at a distorted geometry.

```
76
Properties=species:S:1:pos:R:3:forces:R:3:mulliken_charge:R:1
C 5.43599 3.46963 0.01484 -0.943 0.016 -0.604 -0.760
N 5.97121 2.36167 -0.78543 -0.696 -2.418 0.811 0.947
O 5.76800 1.19945 -0.43851 -0.301 0.715 0.690 -0.522
O 6.55286 2.61916 -1.77860 1.452 1.246 -2.098 -0.550
H 4.58217 3.04237 0.54070 0.704 0.278 0.857 0.248
H 4.99455 4.13532 -0.72684 0.395 0.327 0.112 0.357
H 6.28200 3.92811 0.52687 -0.486 -0.086 0.329 0.314
C -4.25583 3.10937 -1.28360 0.610 0.624 -0.543 -0.758
N -2.89049 2.66053 -1.81619 0.974 2.762 2.180 0.939
O -2.89526 1.77935 -2.59184 0.098 -1.830 -1.523 -0.492
O -1.85973 3.25933 -1.41387 -2.044 -0.938 -0.373 -0.531
H -4.32847 2.84554 -0.22851 -0.054 -0.233 -0.285 0.240
H -5.00535 2.70024 -1.96105 0.143 -0.388 0.469 0.324
H -4.30906 4.19349 -1.38331 0.314 -0.042 0.151 0.294
C 0.62072 -2.06942 -4.80958 0.026 -0.641 0.107 -0.634
N -0.85438 -1.87235 -4.70836 -0.732 -0.014 0.796 0.887
O -1.54958 -2.54324 -3.96127 0.820 -0.451 0.062 -0.480
O -1.31383 -0.99589 -5.38908 0.094 0.640 -0.682 -0.533
H 1.10941 -1.20042 -4.36900 -0.170 0.114 -0.424 0.266
H 0.76048 -2.21479 -5.88076 0.453 0.351 0.187 0.316
H 0.96155 -2.94586 -4.25841 -0.451 0.020 0.011 0.161
C -2.56878 -4.44228 -1.71693 0.885 1.119 0.306 -0.231
N -3.76714 -5.24753 -1.54129 -0.748 -1.479 -0.932 0.969
O -4.24184 -5.69140 -2.59927 0.198 0.459 1.773 -0.568
O -4.20287 -5.43860 -0.41150 0.217 0.141 -1.114 -0.543
H -1.81367 -4.91282 -2.34661 -0.485 -0.308 -0.035 0.256
H -2.13508 -4.20889 -0.74454 -0.248 0.070 -0.086 -0.163
H -2.90588 -3.54322 -2.23284 0.172 0.022 0.110 0.279
C -1.07527 -0.84165 -1.28393 -2.627 -0.878 1.311 -0.187
O -0.09454 0.08209 -1.55528 -0.141 -0.601 -2.369 -0.335
C 0.44654 0.76444 -0.61101 -0.771 -0.751 2.810 1.009
O 0.18589 0.65868 0.58199 0.496 0.510 -0.826 -0.589
O 1.30895 1.53358 -1.17812 1.782 0.819 -1.477 -0.461
C 2.12761 2.34588 -0.40292 0.642 0.692 1.380 -0.764
H -1.52859 -0.67321 -0.30709 0.584 -0.173 0.434 -0.078
H -0.76553 -1.88425 -1.35567 0.413 0.262 -0.138 0.036
H -1.97126 -0.68016 -1.88329 0.480 0.067 -0.872 0.350
H 2.48272 1.85068 0.50084 -0.756 -0.100 0.412 0.354
H 1.56403 3.25659 -0.20023 0.348 0.129 0.348 0.334
H 3.09874 2.57638 -0.84097 -0.607 -0.058 -1.156 0.270
C 1.95305 7.22199 4.11418 -0.886 -0.793 0.948 -0.652
O 0.99792 6.69041 3.13568 1.298 1.081 -0.820 -0.339
C 0.51974 5.44928 3.16695 1.329 -1.044 4.120 0.819
O 0.75632 4.66744 4.12583 -0.902 1.692 -3.242 -0.610
O -0.26953 5.29720 2.12056 0.056 -0.865 0.361 -0.259
C -1.08175 4.11484 2.11137 -0.778 -0.696 -1.475 -0.454
H 1.31656 7.58032 4.92324 0.277 0.072 0.144 0.281
H 2.58832 8.04341 3.78282 -0.699 -0.034 -0.992 0.262
H 2.65983 6.50465 4.53130 -0.449 -0.554 -0.262 0.303
H -2.08814 4.43704 1.84401 -0.234 0.250 0.960 0.260
H -0.99502 3.42181 2.94820 0.038 0.758 0.317 0.401
H -0.91078 3.51158 1.21977 0.985 0.078 -0.115 -0.021
C -1.94224 -4.55158 2.09782 0.653 -0.623 2.016 -0.702
O -2.30053 -3.26520 1.74353 -1.496 3.731 -1.118 -0.208
C -2.06804 -2.13161 2.49673 1.796 -0.781 1.327 0.753
O -1.38683 -2.11772 3.52487 -1.651 0.028 -2.030 -0.615
O -2.60096 -1.04105 1.89299 -0.729 -2.200 -0.184 -0.327
C -2.47358 0.25123 2.45735 1.155 0.242 0.744 -0.587
H -2.22742 -5.28081 1.33954 0.359 0.559 -0.412 0.202
H -2.50881 -4.86761 2.97374 0.041 0.053 0.285 0.335
H -0.88933 -4.50838 2.37643 0.137 -0.710 -0.212 0.304
H -3.08435 0.92952 1.86155 0.273 -0.200 -0.169 0.168
H -1.40718 0.47647 2.44461 -0.111 0.534 -0.291 0.178
H -2.76738 0.36267 3.50107 -0.361 -0.614 0.034 0.498
C 2.27404 -2.00583 1.61007 -0.118 0.456 0.846 -0.322
O 1.84902 -3.33617 1.22658 -0.254 -0.164 0.038 -0.359
C 1.59856 -3.58786 -0.05665 0.766 1.568 -2.485 0.915
O 1.67288 -2.75927 -0.98641 -0.265 -2.035 2.205 -0.601
O 1.31375 -4.90618 -0.23752 0.535 1.222 1.245 -0.293
C 1.58278 -5.52420 -1.48966 -0.804 0.061 -0.380 -0.562
H 1.52973 -1.23280 1.41894 0.214 -0.104 -1.063 -0.108
H 3.30867 -1.80551 1.33167 -0.337 0.068 -0.861 0.362
H 2.32489 -1.90068 2.69379 -0.211 -1.136 0.243 0.305
H 1.38978 -6.57436 -1.27055 0.291 0.044 -0.299 0.247
H 2.57526 -5.34580 -1.90350 0.140 0.032 0.491 0.314
H 0.86972 -5.18336 -2.24030 -0.100 0.034 -0.024 0.139
```
Positions in Å, forces in eV/Å.

The calculation puts the energy above the lowest of the compared OMol25 structures with the same formula, charge and spin at 40.0 kcal per mole. The calculation puts the molar mass at 604.472 g/mol. The calculation puts the total energy at -64072.438 eV. The SMILES is C[N+](=O)[O-].C[N+](=O)[O-].C[N+](=O)[O-].C[N+](=O)[O-].COC(=O)OC.COC(=O)OC.COC(=O)OC.COC(=O)OC.

---

Among the records above, which one has the highest molar mass? C16H36N4O20

---

molar mass of number 1 (C16H36IN3O)? 413.388 g/mol